(1)
34
Properties=species:S:1:pos:R:3 method="wB97M-V/def2-TZVPD" spin_multiplicity=2 s_squared=0.751 e_tot_ha=-726.48799 homo_ha="0.0041 / -0.2249" max_force_ev_per_a=2.24 charge=-1 orbital_gap_ev="3.216 / 9.263"
C -0.324 -1.195 0.668
C 0.020 -0.344 1.882
C 1.499 -0.117 2.246
N 2.227 -1.385 2.201
N -0.351 -0.491 -0.598
C -0.074 -1.248 -1.780
O -1.175 -1.254 -2.688
H 0.262 -2.116 0.739
H -1.347 -1.544 0.883
H -0.506 0.604 1.777
H -0.455 -0.813 2.743
H 1.899 0.748 1.713
H 1.563 0.324 3.248
H 3.055 -1.403 1.630
H 2.355 -1.707 3.146
H 0.205 0.358 -0.533
H 0.787 -0.846 -2.324
H 0.100 -2.301 -1.545
H -1.848 -0.644 -2.360
H -0.907 2.416 -0.485
H -1.345 2.835 1.041
O -1.601 2.552 0.165
H 1.088 2.376 -1.163
H 2.025 3.104 -0.321
O 1.208 2.592 -0.206
H -3.019 1.010 -2.654
H -2.523 1.016 -1.248
O -3.117 0.511 -1.829
H -3.032 -1.123 -0.366
H -2.537 -2.240 0.543
O -3.349 -1.840 0.199
H 2.507 0.650 -1.018
H 3.447 0.474 -2.233
O 3.266 1.041 -1.472


(2)
21
Properties=species:S:1:pos:R:3 method="wB97M-V/def2-TZVPD" e_tot_ha=-577.92941 homo_ha=-0.3309 max_force_ev_per_a=3.63 de_lowest_kj_mol=0.00 charge=0 orbital_gap_ev=8.883
N 5.160 1.821 -0.950
C 4.026 1.554 -0.846
O -3.655 -0.964 -0.933
O -1.731 -0.688 -2.480
B -2.300 -0.668 -1.214
C 2.706 1.141 -0.681
C 2.255 0.507 0.410
C -0.840 -0.408 2.312
C -1.747 -0.552 1.297
C 0.457 -0.041 1.979
C -0.096 0.093 -0.341
C -1.366 -0.348 -0.023
C 0.845 0.244 0.675
H -4.108 -1.064 -1.765
H -2.197 -0.795 -3.309
H 2.021 1.364 -1.479
H 3.027 0.185 1.103
H -1.091 -0.679 3.339
H -2.749 -0.922 1.505
H 1.198 0.027 2.786
H 0.184 0.193 -1.385